<i>
The following is a DFT calculation (the ωB97M-V functional and the def2-TZVPD basis) of one molecule with the formula C5H12O.

* LUMO: 0.03713 Eh
* HOMO level: -10.22 eV
* molar mass: 88.15 g/mol
* multiplicity: 1
* gap between HOMO and LUMO: 11.234 eV

Cartesian coordinates (Å):
C (-1.21997, 0.73548, -1.01887)
C (-0.59685, -0.37068, -0.16425)
C (-1.66203, -1.04070, 0.70315)
C (0.54974, 0.18140, 0.69252)
C (1.82596, 0.48642, -0.09851)
O (2.80729, -0.46723, 0.27722)
H (-0.46854, 1.26098, -1.62075)
H (-1.70882, 1.48005, -0.37648)
H (-1.97670, 0.33776, -1.70450)
H (-0.17255, -1.13375, -0.83397)
H (-2.11147, -0.31793, 1.39680)
H (-1.23288, -1.85494, 1.29792)
H (-2.46838, -1.45826, 0.08896)
H (0.19860, 1.07849, 1.22075)
H (0.82963, -0.54811, 1.46156)
H (2.18080, 1.50879, 0.10200)
H (1.62430, 0.42049, -1.18077)
H (3.60189, -0.29826, -0.24277)

<ii>
The following is a DFT calculation (the ωB97M-V functional and the def2-TZVPD basis) of a 2-piece molecular cluster, C5H12O overall.

* LUMO: 0.03496 Eh
* HOMO level: -9.38 eV
* molar mass: 88.15 g/mol
* multiplicity: 1
* gap between HOMO and LUMO: 10.336 eV

Cartesian coordinates (Å):
C (-0.12448, 1.95294, -2.80729)
C (-0.99954, 1.58733, -1.91683)
O (-1.48842, 0.30547, -1.88104)
H (0.21844, 2.98233, -2.88433)
H (-0.03005, 1.38464, -3.75240)
H (-1.55742, 2.09657, -1.21337)
H (-0.66301, -0.26063, -2.08370)
C (1.49186, -0.93279, 0.62023)
C (0.02130, -1.17472, 1.19682)
C (-0.27422, -0.64445, 2.64667)
H (2.35114, -1.14643, 1.22822)
H (1.62250, -1.63017, -0.19747)
H (1.59808, 0.13543, 0.36166)
H (-0.66495, -0.72414, 0.44818)
H (-0.30111, -2.21886, 1.15957)
H (-1.32001, -0.85470, 2.89828)
H (-0.11790, 0.48913, 2.70049)
H (0.23778, -1.34695, 3.47631)

<iii>
The following is a DFT calculation (the ωB97M-V functional and the def2-TZVPD basis) of one molecule with the formula C5H12O.

* LUMO: 0.03332 Eh
* HOMO level: -9.42 eV
* molar mass: 88.15 g/mol
* multiplicity: 1
* gap between HOMO and LUMO: 10.322 eV

Cartesian coordinates (Å):
C (2.13247, 0.23977, -0.33160)
O (1.11959, -0.33935, 0.45167)
C (-0.27512, -0.13224, 0.17781)
C (-0.56489, 0.59812, -1.13251)
C (-0.90002, -1.52676, 0.13143)
C (-0.82629, 0.66804, 1.35973)
H (2.93597, 0.54984, 0.34329)
H (1.81964, 1.11842, -0.90924)
H (2.55597, -0.49100, -1.03254)
H (-0.16140, 0.05544, -1.99398)
H (-1.64820, 0.68085, -1.26741)
H (-0.16431, 1.61527, -1.13884)
H (-0.47687, -2.10472, -0.69657)
H (-0.69567, -2.06376, 1.06200)
H (-1.98566, -1.47199, -0.00416)
H (-0.61457, 0.13532, 2.29223)
H (-0.34136, 1.64957, 1.40711)
H (-1.90927, 0.81919, 1.28158)

Most stable: <i>. Least stable: <ii>.

<i>
The following is a DFT calculation (the ωB97M-V functional and the def2-TZVPD basis) of a 2-piece molecular cluster, C5H12O overall.

* LUMO: 0.01747 Eh
* HOMO level: -8.41 eV
* molar mass: 88.15 g/mol
* multiplicity: 1
* gap between HOMO and LUMO: 8.883 eV

Cartesian coordinates (Å):
C (3.80205, -0.70168, 1.73389)
C (2.47914, -0.73838, 1.38191)
O (1.77452, -1.77696, 1.94795)
H (4.15971, 0.18751, 2.18958)
H (4.33627, -1.61414, 1.53442)
H (1.89995, 0.20384, 1.38109)
H (0.81136, -1.53964, 1.96678)
C (-2.71912, 0.15287, -0.75203)
C (-1.94586, 0.66288, -1.92570)
C (-2.56420, 2.09754, -2.13770)
H (-2.48260, 0.63840, 0.18684)
H (-2.43783, -0.92647, -0.48794)
H (-3.78939, 0.20132, -0.97446)
H (-2.03456, 0.08141, -2.83544)
H (-0.81239, 0.82298, -1.86850)
H (-2.01541, 2.76196, -2.73936)
H (-3.60805, 1.95850, -2.58739)
H (-2.53535, 2.60060, -1.15138)

<ii>
The following is a DFT calculation (the ωB97M-V functional and the def2-TZVPD basis) of C5H12O as an isolated structure.

* LUMO: 0.03441 Eh
* HOMO level: -9.35 eV
* molar mass: 88.15 g/mol
* multiplicity: 1
* gap between HOMO and LUMO: 10.286 eV

Cartesian coordinates (Å):
C (-0.16218, -0.65007, -0.93287)
C (0.91141, -0.60798, 0.12907)
C (0.99270, -1.70898, 1.15230)
C (0.50171, 0.76076, 0.63125)
C (0.21446, 1.30042, -0.72210)
O (-1.66739, 1.28081, -2.21660)
H (0.04589, -1.32973, -1.79244)
H (-1.15301, 0.53247, -1.85223)
H (-1.13431, -0.98579, -0.52198)
H (1.86515, -0.49913, -0.40370)
H (0.04118, -1.80291, 1.68801)
H (1.77421, -1.46212, 1.87816)
H (1.23189, -2.67076, 0.69188)
H (-0.46641, 0.67473, 1.15052)
H (1.18366, 1.34588, 1.24633)
H (1.04888, 1.39177, -1.41753)
H (-0.31871, 2.27389, -0.72060)
H (-1.09491, 1.58726, -2.92683)

<iii>
The following is a DFT calculation (the ωB97M-V functional and the def2-TZVPD basis) of C5H12O as an isolated structure.

* LUMO (spin up / spin down): 0.04266 / 0.04288 Eh
* HOMO level (spin up / spin down): -7.02 / -6.98 eV
* molar mass: 88.15 g/mol
* multiplicity: 1
* gap between HOMO and LUMO (spin up / spin down): 8.184 / 8.144 eV

Cartesian coordinates (Å):
C (2.63561, -0.24141, 0.58684)
C (1.60559, -0.87034, -0.36000)
C (0.20149, -0.45313, -0.06696)
O (-0.50867, 0.00902, -1.05358)
C (-1.71746, 0.52862, -0.96901)
C (-2.63149, 0.12392, 0.13344)
H (3.64383, -0.61322, 0.37249)
H (2.41023, -0.47860, 1.63215)
H (2.64167, 0.84828, 0.48906)
H (1.69723, -1.96500, -0.30329)
H (1.82727, -0.59343, -1.39609)
H (-0.30218, -0.69843, 0.86286)
H (-0.07609, 1.62962, 0.57021)
H (-2.09053, 0.82831, -1.93960)
H (-0.68129, 1.90521, 0.17183)
H (-3.60380, 0.60428, -0.00745)
H (-2.26252, 0.40628, 1.12946)
H (-2.78889, -0.96998, 0.14763)

Most stable: <i>. Least stable: <iii>.

<i>
The following is a DFT calculation (the ωB97M-V functional and the def2-TZVPD basis) of a 2-piece molecular cluster, C3H8O3S overall.

* LUMO: 0.01604 Eh
* HOMO level: -9.63 eV
* molar mass: 124.16 g/mol
* multiplicity: 1
* gap between HOMO and LUMO: 10.069 eV

Cartesian coordinates (Å):
O (-0.54380, 3.01763, 0.55860)
C (-1.15899, 1.96308, 0.53409)
O (-2.27036, 1.82594, -0.15609)
C (-0.44311, 0.61562, 0.93402)
C (0.97662, 0.53427, 0.30495)
S (1.38441, -1.21105, -0.05139)
H (-2.81955, 2.70289, -0.24254)
H (-1.08064, -0.11731, 0.54587)
H (-0.47812, 0.44740, 1.94487)
H (0.91212, 1.18636, -0.49752)
H (1.75051, 0.86093, 1.14745)
H (1.27493, -1.73952, 1.25571)
O (1.02402, -3.49343, -2.45011)
H (0.18235, -3.78981, -2.04990)
H (1.28961, -2.80298, -1.77802)

<ii>
The following is a DFT calculation (the ωB97M-V functional and the def2-TZVPD basis) of a 2-piece molecular cluster, C3H8O3S overall.

* LUMO: 0.01125 Eh
* HOMO level: -9.28 eV
* molar mass: 124.16 g/mol
* multiplicity: 1
* gap between HOMO and LUMO: 9.584 eV

Cartesian coordinates (Å):
C (0.64072, -0.96076, 0.42368)
S (-0.47848, -0.21207, -0.82744)
C (-0.34623, 1.59292, -0.53764)
C (-1.24278, 2.46230, -1.38152)
O (-0.92540, 3.40322, -2.05612)
O (-2.55937, 2.14186, -1.23915)
H (1.64514, -0.50496, 0.42185)
H (0.73952, -2.03085, 0.17516)
H (0.21634, -0.87287, 1.43797)
H (0.73152, 1.77985, -0.70778)
H (-0.56848, 1.84189, 0.51786)
H (-2.77164, 1.40819, -0.59987)
O (1.80777, -3.20779, 1.79319)
H (1.06515, -3.84881, 1.71658)
H (2.04623, -2.99215, 0.86319)

Most stable: <ii>. Least stable: <i>.